No. 1
ORCA calculation (ωB97M-V with the def2-TZVPD basis set) on a cluster of 2 separate species, C9H15IN2 in total at a distorted geometry.

Element x y z (Å)
C: 0.4311 2.9871 1.5281
C: -0.2726 1.9532 0.5576
C: -1.5203 2.3722 -0.0109
C: -1.9197 1.2318 -0.6349
C: -3.2520 0.9851 -1.3843
N: -1.0260 0.2250 -0.3649
N: 0.0586 0.7159 0.2551
H: 0.4613 2.4177 2.5189
H: 1.3953 3.3292 1.1717
H: -0.0350 4.0560 1.5934
H: -2.0214 3.3359 0.0719
H: -3.7501 0.1957 -0.8162
H: -4.0177 1.8751 -1.4003
H: -2.9938 0.7738 -2.4473
H: -1.2302 -0.6327 -0.6908
C: 0.4863 -2.8961 0.6066
C: 1.5546 -1.9731 0.0383
C: 2.5124 -2.5376 -1.0960
C: 1.7802 -0.8562 0.6295
I: 3.1382 0.6063 0.3228
H: 1.0135 -3.6727 1.0421
H: -0.1418 -3.3044 -0.1511
H: -0.1874 -2.3375 1.2494
H: 3.4983 -2.8220 -0.5541
H: 2.0950 -3.4582 -1.4460
H: 2.6946 -1.9965 -2.0781
H: 1.2486 -0.5730 1.4893

Computed properties:
- E_tot: -20653.859 eV
- Molecular weight: 278.14 g mol⁻¹
- Kohn-Sham gap: 0.329 hartree
- SMILES: Cc1cc(C)[nH]n1.CC(C)=CI
- Energy relative to the best compared isomer or geometry (same formula, charge and spin): 1.6226 eV

***

No. 2
ORCA calculation (ωB97M-V with the def2-TZVPD basis set) on the ion C9H15IN3O with charge +1 at a distorted geometry.

Element x y z (Å)
C: -3.0998 2.4568 0.5856
C: -3.5907 1.1434 0.5655
C: -1.0417 1.6568 -0.1385
C: 0.3196 1.3732 -0.4472
C: 1.6952 -3.9475 0.5401
C: -1.1922 3.8924 -0.0562
C: 2.0000 -2.4655 0.5657
C: 1.9682 -1.9507 -0.8764
C: 1.9112 -0.4253 -0.8175
N: -1.7592 2.6860 0.1957
N: -2.6267 0.1675 0.5123
N: 0.5350 0.0665 -0.4170
O: 1.0239 2.3084 -0.8208
I: -2.8734 -1.7544 -0.1091
H: -3.5549 3.3209 0.9707
H: -4.5666 0.9959 0.9430
H: 0.5840 -3.9609 0.7361
H: 2.0342 -4.5414 -0.3027
H: 2.2225 -4.4700 1.3543
H: -1.8455 4.6804 -0.5326
H: -0.6910 4.4232 0.7948
H: -0.4107 3.8223 -0.6865
H: 1.2404 -1.9221 1.1569
H: 3.0805 -2.3390 0.8046
H: 2.7991 -2.1573 -1.4938
H: 1.1850 -2.5138 -1.2714
H: 2.3544 0.1798 -1.6765
H: 2.5112 -0.0714 0.0768
H: -0.2119 -0.6544 -0.1558

Computed properties:
- E_tot: -24181.994 eV
- Molecular weight: 308.14 g mol⁻¹
- Kohn-Sham gap (alpha / beta): 0.258 / 0.257 hartree
- Total charge: +1
- Energy relative to the best compared isomer or geometry (same formula, charge and spin): 3.9139 eV

***

No. 3
ORCA calculation (ωB97M-V with the def2-TZVPD basis set) on a cluster of 3 separate species, C9H15IS in total at a distorted geometry.

Element x y z (Å)
C: -1.5084 -1.4294 0.6701
C: -2.7750 -0.9847 0.5847
C: -0.6511 -0.4878 1.3862
C: 3.7570 -0.3707 -0.5747
C: -1.5877 0.5161 1.9860
C: -3.0418 0.3170 1.3129
C: -3.6030 1.5183 0.5985
C: 2.9725 -1.1682 -2.7765
C: 3.8430 -0.3487 -1.8932
S: 0.9352 -0.7520 1.8659
I: 1.2028 2.3487 -0.6095
H: -1.1442 -2.2707 0.1501
H: -3.6555 -1.3623 0.1401
H: 4.5166 0.2114 0.1115
H: 3.0446 -0.9227 -0.0343
H: -1.7793 0.2303 3.1156
H: -1.1569 1.4954 1.8016
H: -3.6819 -0.0892 2.2354
H: -3.1830 1.4022 -0.4369
H: -3.2866 2.3936 1.0092
H: -4.6062 1.4882 0.6340
H: 2.3663 -1.7337 -2.0289
H: 3.6526 -1.6386 -3.3953
H: 2.1407 -0.5293 -3.3761
H: 4.5942 0.0114 -2.4981
H: 2.6351 2.1553 0.0217

Computed properties:
- E_tot: -28506.619 eV
- Molecular weight: 282.19 g mol⁻¹
- Kohn-Sham gap (alpha / beta): 0.256 / 0.247 hartree
- 2S+1: 3
- Energy relative to the best compared isomer or geometry (same formula, charge and spin): 0.0000 eV

***

No. 4
ORCA calculation (ωB97M-V with the def2-TZVPD basis set) on a structure of composition C9H15N2O10P2Rb at a distorted geometry.

Element x y z (Å)
Rb: -0.2271 -1.6134 -0.0868
C: 4.1671 -0.6866 1.7991
C: 3.5079 0.4253 0.9850
C: 4.4206 1.6467 0.9225
O: 2.2731 0.7842 1.5807
C: 3.2487 -0.1109 -0.4648
O: 2.0282 -0.1794 -0.7907
O: 4.2441 -0.4351 -1.1256
H: 4.3447 -0.3519 2.8250
H: 5.1099 -0.9621 1.3286
H: 3.5173 -1.5627 1.8288
H: 4.6170 2.0119 1.9346
H: 3.9422 2.4457 0.3523
H: 5.3575 1.3786 0.4357
H: 1.6354 0.6255 0.8592
O: -1.2869 -4.0292 -0.7649
P: -1.7425 -4.4422 0.7459
O: -2.9959 -5.2605 0.6950
O: -0.5324 -4.8855 1.4681
O: -2.1667 -2.9566 1.3457
P: -3.4015 -2.0964 0.6684
O: -4.6222 -3.1409 0.7433
O: -3.6775 -0.8920 1.4833
O: -2.9770 -1.8843 -0.7756
H: -1.9610 -3.3919 -1.0928
H: -4.2212 -4.0539 0.6853
N: -3.3058 0.9004 -1.4089
C: -2.3278 1.8386 -1.3647
C: -2.6243 3.2134 -1.4960
C: -1.5979 4.1282 -1.4972
C: -0.2838 3.6798 -1.3758
C: -0.0838 2.3169 -1.2406
N: -1.0636 1.4169 -1.2168
H: -4.2363 1.1962 -1.1743
H: -3.0780 -0.0538 -1.1060
H: -3.6580 3.5235 -1.5944
H: -1.8116 5.1868 -1.5947
H: 0.5520 4.3657 -1.3753
H: 0.9172 1.9048 -1.1405

Computed properties:
- E_tot: -52277.511 eV
- Molecular weight: 458.64 g mol⁻¹
- Kohn-Sham gap: 0.288 hartree
- Total charge: -2
- Energy relative to the best compared isomer or geometry (same formula, charge and spin): 0.0000 eV